# 1
The following is a DFT calculation (wB97M-V/def2-TZVPD) of a single C3H4OS molecule in a non-equilibrium geometry.

Computed properties:
E_HOMO = -9.32 eV
orbital gap = 10.11 eV
E_LUMO = 0.8 eV
max |F| = 6.1 eV/Å

Bonds (Å) are listed after each position.
Atoms and positions in Å:
1 C -0.96150 -0.34953 0.11403  C2 1.347, C3 1.478, H6 1.092
2 C 0.08702 -1.19233 0.04506  C1 1.347, S5 1.879, H7 1.139
3 C -0.23503 0.93710 0.16399  C1 1.478, S5 1.939, H8 1.105, H9 1.144
4 O 2.31854 0.32353 -0.54310  S5 1.401
5 S 1.44151 0.02528 0.50740  C2 1.879, C3 1.939, O4 1.401
6 H -1.97766 -0.55002 -0.23185  C1 1.092
7 H -0.12627 -2.28000 -0.21804  C2 1.139
8 H 0.05018 1.40825 -0.79448  C3 1.105
9 H -0.59680 1.67772 0.95699  C3 1.144

---

# 2
The following is a DFT calculation (wB97M-V/def2-TZVPD) of 7 unconnected molecules or ions with the total composition C15H47N3O7 in a non-equilibrium geometry.

Computed properties:
charge = +1
E_HOMO (alpha / beta) = -11.63 / -11.63 eV
orbital gap (alpha / beta) = 8.76 / 2.91 eV
<S²> = 0.755
spin multiplicity = 2
E_LUMO (alpha / beta) = -2.9 / -8.7 eV
max |F| = 3.8 eV/Å

Bonds (Å) are listed after each position.
Atoms and positions in Å:
1 C 20.82505 -11.14034 2.36299  C2 1.556, H5 1.090, H6 1.090, H7 1.090
2 C 19.27746 -10.99500 2.29892  C1 1.556, C3 1.516, O4 1.383, H8 1.090
3 C 18.84171 -9.75802 1.53906  C2 1.516, H9 1.090, H10 1.090, H11 1.090
4 O 18.71523 -12.07216 1.63788  C2 1.383, H12 0.960
5 H 21.31119 -11.96266 2.88791  C1 1.090
6 H 21.18291 -10.20446 2.79214  C1 1.090
7 H 21.13841 -11.25107 1.32490  C1 1.090
8 H 18.92802 -10.82687 3.31761  C2 1.090
9 H 17.77600 -9.54270 1.61645  C3 1.090
10 H 19.20818 -9.68027 0.51545  C3 1.090
11 H 19.27769 -8.83362 1.91786  C3 1.090
12 H 18.03333 -11.76103 1.03805  O4 0.960
13 O 16.12587 -10.41312 -0.90234  H14 0.957, H15 0.957
14 H 16.15974 -9.66997 -0.30000  O13 0.957
15 H 15.67670 -11.10048 -0.41041  O13 0.957
16 O 15.34924 -8.42414 0.91344  H17 0.957, H18 0.957
17 H 14.54665 -8.75005 1.32071  O16 0.957
18 H 15.05185 -7.74866 0.30391  O16 0.957
19 O 15.51330 -8.77371 -3.19791  H20 0.957, H21 0.957
20 H 16.40738 -8.89794 -3.51640  O19 0.957
21 H 15.46957 -9.29479 -2.39616  O19 0.957
22 C 13.63749 -12.93803 -0.61746  C23 1.525, H28 1.090, H29 1.090, H30 1.090
23 C 14.69213 -13.26642 0.43439  C22 1.525, C24 1.541, N27 1.507, H31 1.090
24 C 15.94725 -13.94528 -0.14650  C23 1.541, O25 1.453, H32 1.090, H33 1.090
25 O 15.56338 -15.18861 -0.79229  C24 1.453, C26 1.422
26 C 16.71093 -15.87340 -1.27823  O25 1.422, H34 1.090, H35 1.090, H36 1.090
27 N 15.10583 -11.99771 1.13464  C23 1.507, H37 1.010, H38 1.010
28 H 13.16147 -13.83650 -1.01023  C22 1.090
29 H 14.09462 -12.39105 -1.44203  C22 1.090
30 H 12.79667 -12.42007 -0.15613  C22 1.090
31 H 14.27918 -13.91719 1.20514  C23 1.090
32 H 16.60377 -14.19148 0.68804  C24 1.090
33 H 16.41915 -13.27178 -0.86190  C24 1.090
34 H 17.14363 -15.31144 -2.10592  C26 1.090
35 H 16.22233 -16.77257 -1.65354  C26 1.090
36 H 17.51164 -16.12489 -0.58274  C26 1.090
37 H 15.55433 -12.21989 2.01189  N27 1.010
38 H 14.36178 -11.38392 1.43426  N27 1.010
39 C 12.63402 -6.21505 -2.93554  C40 1.559, H45 1.090, H46 1.090, H47 1.090
40 C 13.45997 -6.00411 -1.63039  C39 1.559, C41 1.564, N44 1.460, H48 1.090
41 C 12.75517 -5.26667 -0.44482  C40 1.564, O42 1.402, H49 1.090, H50 1.090
42 O 12.57954 -3.95541 -0.90805  C41 1.402, C43 1.388
43 C 12.01091 -3.17638 0.09030  O42 1.388, H51 1.090, H52 1.090, H53 1.090
44 N 13.77308 -7.35983 -1.18777  C40 1.460, H54 1.010, H55 1.010
45 H 13.20291 -6.76944 -3.68194  C39 1.090
46 H 12.30094 -5.25369 -3.32662  C39 1.090
47 H 11.77824 -6.82529 -2.64683  C39 1.090
48 H 14.35497 -5.43624 -1.88454  C40 1.090
49 H 13.43398 -5.18851 0.40442  C41 1.090
50 H 11.85659 -5.77567 -0.09616  C41 1.090
51 H 12.81564 -3.03513 0.81181  C43 1.090
52 H 11.20742 -3.64445 0.65899  C43 1.090
53 H 11.59341 -2.24083 -0.28190  C43 1.090
54 H 12.85739 -7.77170 -1.29719  N44 1.010
55 H 14.33875 -7.93207 -1.79822  N44 1.010
56 C 19.29857 -6.33331 -6.05363  C57 1.567, H62 1.090, H63 1.090, H64 1.090
57 C 18.41861 -7.25190 -5.13882  C56 1.567, C58 1.548, N61 1.418, H65 1.090
58 C 18.82814 -7.08451 -3.65507  C57 1.548, O59 1.422, H66 1.090, H67 1.090
59 O 18.33122 -8.13962 -2.84212  C58 1.422, C60 1.394
60 C 18.76671 -7.94077 -1.53292  O59 1.394, H68 1.090, H69 1.090, H70 1.090
61 N 17.02499 -7.13081 -5.36919  C57 1.418, H71 1.010, H72 1.010
62 H 18.84490 -5.37053 -6.28885  C56 1.090
63 H 19.60663 -6.70436 -7.03114  C56 1.090
64 H 20.24908 -6.25295 -5.52620  C56 1.090
65 H 18.68465 -8.27210 -5.41544  C57 1.090
66 H 18.53919 -6.12143 -3.23425  C58 1.090
67 H 19.88004 -7.26372 -3.43266  C58 1.090
68 H 19.76773 -8.27879 -1.26495  C60 1.090
69 H 18.17081 -8.63446 -0.93979  C60 1.090
70 H 18.51826 -6.93847 -1.18395  C60 1.090
71 H 16.35028 -7.78020 -4.99086  N61 1.010
72 H 16.82560 -6.22922 -4.95994  N61 1.010

---

# 3
The following is a DFT calculation (wB97M-V/def2-TZVPD) of 2 unconnected molecules or ions with the total composition C6H11N3O in a non-equilibrium geometry.

Computed properties:
E_HOMO = -9.02 eV
orbital gap = 9.72 eV
E_LUMO = 0.7 eV
max |F| = 1.1 eV/Å
SMILES = Cc1c[nH]cn1.CC(N)=O

Bonds (Å) are listed after each position.
Atoms and positions in Å:
1 C -1.84984 1.04615 1.43114  C2 1.497, H7 1.088, H8 1.087, H9 1.085
2 C -1.68021 -0.38557 1.02739  C1 1.497, C3 1.361, N6 1.375
3 C -1.12210 -1.43653 1.68698  C2 1.361, N4 1.379, H10 1.075
4 N -1.25217 -2.51111 0.83265  C3 1.379, C5 1.348, H11 1.004
5 C -1.86154 -2.06345 -0.28330  N4 1.348, N6 1.305, H12 1.076
6 N -2.12040 -0.78663 -0.21204  C2 1.375, C5 1.305
7 H -1.25964 1.67995 0.77193  C1 1.088
8 H -1.49752 1.21265 2.44622  C1 1.087
9 H -2.89673 1.31467 1.33542  C1 1.085
10 H -0.64866 -1.62470 2.63401  C3 1.075
11 H -0.97203 -3.45379 1.03468  N4 1.004
12 H -2.04062 -2.69041 -1.13950  C5 1.076
13 C 2.48386 1.77875 -2.03596  C14 1.504, H17 1.097, H18 1.092, H19 1.094
14 C 2.51118 0.80427 -0.89107  C13 1.504, N15 1.355, O16 1.220
15 N 1.31822 0.27173 -0.53121  C14 1.355, H20 1.009, H21 1.003
16 O 3.55384 0.46440 -0.35767  C14 1.220
17 H 3.48714 2.06690 -2.37172  C13 1.097
18 H 2.03541 2.74107 -1.78153  C13 1.092
19 H 1.99924 1.34885 -2.91773  C13 1.094
20 H 1.35944 -0.37002 0.24640  N15 1.009
21 H 0.45313 0.59283 -0.92509  N15 1.003

---

Relative energy (zero: lowest compared OMol25 entry of this formula, charge and spin) across the listed records, respectively: 60.9, 0.0, 3.5 kcal per mole.
E_tot across the listed records, respectively: -16055.4679, -35108.4973, -12918.8917 eV.